1.
Formula: C20H28F3O2Rh
Source: OMol25
Level of theory: ωB97M-V/def2-TZVPD

Last column: Löwdin spin population.
Positions of all 54 atoms, in Å:
Rh -2.03 2.87 -0.05  2.1876
F -2.38 2.11 2.81  0.0326
F -4.14 3.10 1.92  0.0254
F -3.69 0.99 1.49  0.0349
O -1.14 -0.52 0.91  0.0049
O 1.72 -3.06 -0.17  0.0000
C 2.27 -3.48 1.13  0.0000
C -3.13 2.20 1.68  0.2057
C -3.90 2.10 -1.03  0.1199
C 0.78 -1.40 1.85  0.0001
C 0.42 3.19 0.19  0.1687
C 0.10 4.12 -0.83  0.2258
C -0.44 -0.59 2.20  0.0002
C 3.74 -3.33 -1.55  0.0000
C 2.65 -4.03 -0.76  0.0000
C 3.18 -4.56 0.59  0.0000
C -0.97 4.94 -0.37  0.1480
C -1.30 4.56 0.98  0.0596
C 1.90 -5.04 -1.59  0.0000
C -3.52 3.27 -1.77  0.1157
C -2.29 2.99 -2.45  0.1868
C -2.87 1.11 -1.22  0.1590
C 1.27 -0.59 0.62  0.0000
C -0.43 3.44 1.32  0.1236
C -0.08 -0.26 -0.05  0.0023
C -1.91 1.65 -2.14  0.1425
H -1.98 5.06 1.66  0.0023
H 0.41 -2.35 1.47  0.0000
H -0.05 0.80 -0.38  0.0009
H -4.11 4.19 -1.83  0.0033
H -0.36 2.96 2.29  0.0066
H 1.20 2.42 0.16  0.0069
H 1.91 -1.13 -0.07  0.0000
H 4.29 -2.61 -0.95  0.0000
H 4.23 -4.33 0.81  0.0000
H -2.86 0.10 -0.80  0.0081
H -1.74 3.69 -3.08  0.0059
H -1.44 5.77 -0.90  0.0047
H 1.49 -1.56 2.65  0.0001
H -1.04 1.11 -2.52  0.0049
H 0.60 4.20 -1.80  0.0092
H -0.09 0.39 2.57  0.0000
H 1.52 -3.88 1.83  0.0000
H 1.48 -4.53 -2.46  0.0000
H 2.85 -5.56 0.88  0.0000
H 2.83 -2.65 1.58  0.0000
H 2.58 -5.83 -1.94  0.0000
H -4.82 1.97 -0.49  0.0035
H -1.13 -1.03 2.93  0.0001
H 1.13 -5.55 -1.00  0.0000
H -0.29 -0.83 -0.98  0.0001
H 4.48 -4.07 -1.89  0.0000
H 3.31 -2.85 -2.44  0.0000
H 1.79 0.31 0.99  -0.0001

## Properties
**Net charge**: 0
**E_LUMO (alpha / beta)**: 0.7 / -1.4 eV
**Relative energy (zero: lowest compared OMol25 entry of this formula, charge and spin)**: 29.7 kJ/mol
**Spin multiplicity**: 5
**Kohn-Sham gap (alpha / beta)**: 6.5 / 7.4 eV
**DFT total energy**: -36442.2979 eV

=====

2.
Formula: C5H8O2
Source: OMol25
Level of theory: ωB97M-V/def2-TZVPD

Last column: Löwdin charge in e.
Positions of all 15 atoms, in Å:
O 1.80 -0.43 -1.30  0.0837
O 1.90 0.49 2.02  0.1107
C 2.10 -0.45 -0.13  -0.1653
C -1.63 -0.29 -1.01  -0.1090
C -0.93 -0.28 0.34  -0.2377
C 0.04 0.93 0.52  -0.1234
C 1.37 0.38 0.93  -0.3725
H 0.15 1.45 -0.44  0.1221
H -0.89 -0.23 -1.82  0.0698
H 2.93 -1.07 0.28  0.1322
H -2.32 0.56 -1.12  0.0770
H -2.21 -1.21 -1.15  0.0720
H -1.64 -0.29 1.17  0.1112
H -0.36 -1.22 0.44  0.1080
H -0.31 1.64 1.27  0.1212

## Properties
**SMILES**: CCCC(=O)C=O
**Net charge**: 0
**E_LUMO**: -0.4 eV
**Relative energy (zero: lowest compared OMol25 entry of this formula, charge and spin)**: 88.4 kJ/mol
**Kohn-Sham gap**: 9.4 eV
**DFT total energy**: -9408.9156 eV

=====

3.
Formula: CH4N4
Source: OMol25
Level of theory: ωB97M-V/def2-TZVPD

Last column: Löwdin charge in e.
Positions of all 9 atoms, in Å:
N 0.41 0.92 -1.11  -0.0862
N 1.21 0.02 -0.61  -0.0618
N 0.83 -0.77 0.35  -0.1438
N -0.37 -0.79 0.80  0.0012
C -0.78 1.05 -0.70  -0.0604
H -0.51 -1.29 1.68  0.0705
H 1.56 -1.41 0.80  0.1853
H -1.09 2.05 -1.09  0.0704
H -1.27 0.22 -0.12  0.0247

## Properties
**Net charge**: 0
**E_LUMO (alpha / beta)**: 0.3 / 0.3 eV
**Relative energy (zero: lowest compared OMol25 entry of this formula, charge and spin)**: 560.7 kJ/mol
**Kohn-Sham gap (alpha / beta)**: 9.1 / 9.1 eV
**DFT total energy**: -7057.1733 eV

=====

4.
Formula: C4H12NO
Source: OMol25
Level of theory: ωB97M-V/def2-TZVPD

Last column: Löwdin spin population.
Positions of all 18 atoms, in Å:
O 1.15 -1.20 -1.17  0.0204
N 0.51 0.44 0.63  0.0478
C -0.42 2.70 0.34  0.4646
C 1.40 -2.52 -0.57  0.0013
C -0.63 1.30 0.40  0.3078
C -1.93 0.67 0.27  0.0632
H 0.68 -0.30 -0.26  0.0074
H 0.57 -3.18 -0.74  0.0000
H 0.36 -0.16 1.45  0.0081
H -1.23 3.34 0.01  0.0158
H 1.56 -2.38 0.49  0.0003
H 2.30 -2.92 -1.02  0.0009
H 1.38 0.98 0.75  -0.0002
H -2.13 0.00 1.12  0.0154
H 0.57 -1.33 -1.93  0.0002
H 0.54 3.13 0.62  0.0171
H -2.72 1.40 0.22  0.0000
H -1.96 0.02 -0.63  0.0298

## Properties
**Net charge**: +2
**E_LUMO (alpha / beta)**: -9.9 / -13.5 eV
**Relative energy (zero: lowest compared OMol25 entry of this formula, charge and spin)**: 118.0 kJ/mol
**Spin multiplicity**: 2
**Kohn-Sham gap (alpha / beta)**: 10.1 / 6.5 eV
**DFT total energy**: -7859.0311 eV

=====

no.,maximum force (Eh/bohr)
1,0.0503
2,0.0117
3,0.0795
4,0.0294